{"formula": "C25H43F8O7PSi2", "method": "ωB97M-V/def2-TZVPD", "e_above_lowest_kcal_mol": 0.00, "homo_energy_ev": -9.36, "gap_ev": 8.82, "mol_weight_g_mol": 694.74, "species": ["C", "Si", "O", "Si", "C", "C", "C", "O", "C", "C", "F", "F", "C", "F", "F", "C", "F", "F", "C", "F", "F", "C", "C", "C", "O", "C", "C", "C", "C", "C", "C", "C", "H", "H", "H", "H", "H", "H", "H", "H", "H", "H", "H", "H", "H", "H", "H", "H", "H", "H", "H", "H", "H", "H", "H", "H", "H", "H", "H", "H", "O", "P", "O", "C", "C", "O", "C", "C", "O", "C", "C", "H", "H", "H", "H", "H", "H", "H", "H", "H", "H", "H", "H", "H", "H", "H"], "coordinates": [[4.08, -0.28, 0.36], [2.73, -0.36, -0.96], [1.78, -1.68, -0.60], [0.31, -1.37, 0.17], [-0.96, -0.78, -1.10], [-0.30, -3.06, 0.79], [-1.81, -3.10, 1.01], [-2.17, -4.31, 1.74], [-2.05, -5.47, 0.97], [-1.06, -6.48, 1.55], [0.24, -6.14, 1.35], [-1.23, -7.62, 0.79], [-1.33, -6.91, 3.01], [-2.67, -7.13, 3.09], [-0.76, -8.11, 3.25], [-0.98, -5.86, 4.13], [-0.24, -4.83, 3.69], [-2.09, -5.40, 4.74], [-0.13, -6.56, 5.23], [0.29, -5.61, 6.10], [-0.88, -7.44, 5.93], [0.43, -0.27, 1.70], [-0.69, 0.80, 1.79], [-0.51, 1.97, 0.80], [-0.73, 1.22, 3.14], [-1.94, 1.89, 3.46], [-3.09, 0.90, 3.58], [-3.14, 0.00, 4.63], [-4.18, -0.91, 4.68], [-5.14, -0.91, 3.68], [-5.10, 0.01, 2.65], [-4.06, 0.93, 2.59], [4.64, -1.21, 0.26], [3.60, -0.35, 1.34], [4.71, 0.61, 0.28], [3.34, -0.49, -2.30], [2.01, 0.93, -0.94], [-0.52, -0.05, -1.80], [-1.34, -1.66, -1.62], [-1.83, -0.30, -0.62], [0.25, -3.33, 1.69], [-0.04, -3.77, -0.01], [-2.17, -2.29, 1.65], [-2.38, -3.11, 0.07], [-1.72, -5.29, -0.06], [-3.01, -5.99, 0.90], [0.77, -7.04, 4.83], [1.39, 0.23, 1.85], [0.27, -0.91, 2.58], [-1.61, 0.27, 1.49], [-0.33, 2.90, 1.35], [0.24, 1.79, 0.02], [-1.46, 2.12, 0.27], [-1.80, 2.36, 4.44], [-2.18, 2.71, 2.76], [-2.35, 0.03, 5.38], [-4.21, -1.62, 5.50], [-5.93, -1.65, 3.73], [-5.84, 0.03, 1.85], [-4.00, 1.66, 1.79], [0.87, 3.23, -3.13], [2.14, 3.83, -3.67], [1.74, 5.43, -3.73], [1.55, 6.13, -2.50], [2.86, 6.44, -1.82], [1.91, 3.40, -5.25], [1.31, 2.15, -5.58], [-0.09, 2.36, -6.11], [3.73, 4.10, -3.94], [4.32, 4.41, -5.21], [3.97, 5.78, -5.73], [0.89, 5.56, -1.84], [1.03, 7.06, -2.76], [3.37, 5.52, -1.51], [2.70, 7.06, -0.94], [3.54, 6.97, -2.50], [1.31, 1.47, -4.72], [1.93, 1.69, -6.35], [-0.69, 2.93, -5.40], [-0.59, 1.41, -6.31], [-0.06, 2.94, -7.04], [4.11, 3.64, -5.94], [5.40, 4.37, -5.03], [2.93, 5.84, -6.05], [4.60, 6.02, -6.59], [4.12, 6.54, -4.96]]}

---

{"formula": "C25H43N2O6", "method": "ωB97M-V/def2-TZVPD", "e_above_lowest_kcal_mol": 0.00, "homo_energy_ev": -10.71, "total_charge": 1, "gap_ev": 5.90, "mol_weight_g_mol": 467.63, "species": ["C", "C", "N", "C", "O", "C", "O", "C", "C", "C", "N", "C", "C", "H", "H", "H", "H", "H", "H", "H", "H", "H", "H", "H", "C", "C", "C", "O", "C", "H", "H", "H", "H", "H", "H", "H", "H", "C", "C", "C", "O", "C", "H", "H", "H", "H", "H", "H", "H", "H", "C", "C", "C", "O", "C", "H", "H", "H", "H", "H", "H", "H", "H", "C", "C", "C", "O", "C", "H", "H", "H", "H", "H", "H", "H", "H"], "coordinates": [[-1.85, -0.03, 1.35], [-0.82, 1.09, 0.87], [-0.30, 0.99, -0.30], [-0.46, 2.23, 1.88], [-1.43, 3.32, 1.96], [-2.29, 3.35, 0.87], [-2.01, 3.94, -0.13], [-3.70, 2.66, 0.93], [-4.47, 2.44, 2.16], [-5.75, 1.73, 2.06], [-6.24, 1.27, 0.85], [-5.56, 1.50, -0.35], [-4.27, 2.19, -0.34], [-2.42, 0.35, 2.25], [-1.24, -0.92, 1.68], [-2.58, -0.29, 0.54], [-0.71, 0.13, -0.69], [0.59, 2.56, 1.67], [-0.45, 1.76, 2.91], [-4.05, 2.81, 3.13], [-6.30, 1.55, 3.02], [-7.13, 0.76, 0.83], [-6.01, 1.12, -1.30], [-3.73, 2.33, -1.34], [4.29, -1.26, -1.67], [3.33, -0.78, -0.59], [1.99, -1.22, -1.16], [2.23, -2.39, -1.93], [3.65, -2.55, -2.11], [5.32, -1.39, -1.31], [4.31, -0.54, -2.49], [3.53, -1.31, 0.34], [3.39, 0.29, -0.40], [1.58, -0.45, -1.82], [1.26, -1.44, -0.38], [3.97, -3.39, -1.49], [3.86, -2.79, -3.16], [10.12, -0.36, -1.86], [9.69, -0.90, -0.51], [8.22, -1.17, -0.73], [8.06, -1.51, -2.12], [9.27, -1.19, -2.81], [11.19, -0.45, -2.06], [9.84, 0.69, -1.95], [10.22, -1.84, -0.30], [9.88, -0.21, 0.31], [7.61, -0.28, -0.53], [7.85, -1.99, -0.11], [9.77, -2.14, -3.06], [9.04, -0.67, -3.74], [-2.21, 0.95, -5.34], [-1.96, -0.05, -4.23], [-2.47, 0.69, -3.01], [-3.54, 1.55, -3.46], [-3.52, 1.58, -4.90], [-2.27, 0.50, -6.33], [-1.42, 1.70, -5.35], [-2.56, -0.95, -4.40], [-0.92, -0.35, -4.14], [-1.69, 1.33, -2.58], [-2.85, 0.02, -2.24], [-4.38, 1.01, -5.26], [-3.62, 2.61, -5.24], [-3.83, -2.30, 5.21], [-4.60, -1.68, 6.36], [-4.69, -0.22, 5.93], [-4.70, -0.22, 4.49], [-4.35, -1.53, 4.02], [-3.97, -3.38, 5.12], [-2.76, -2.11, 5.34], [-5.61, -2.11, 6.40], [-4.13, -1.81, 7.33], [-3.81, 0.34, 6.26], [-5.58, 0.27, 6.30], [-5.26, -1.99, 3.62], [-3.62, -1.45, 3.21]]}

---

Question: What is the formula in the second record?
Answer: C25H43N2O6

---

Question: Which formula does entry 1 have?
Answer: C25H43F8O7PSi2